{
  "formula": "C74H131N22O20P5S",
  "method": "the ωB97M-V functional and the def2-TZVPD basis",
  "species": ["S", "P", "P", "P", "P", "P", "O", "O", "O", "O", "O", "O", "O", "O", "O", "O", "O", "O", "O", "O", "O", "O", "O", "O", "O", "O", "N", "N", "N", "N", "N", "N", "N", "N", "N", "N", "N", "N", "N", "N", "N", "N", "N", "N", "N", "N", "N", "N", "C", "C", "C", "C", "C", "C", "C", "C", "C", "C", "C", "C", "C", "C", "C", "C", "C", "C", "C", "C", "C", "C", "C", "C", "C", "C", "C", "C", "C", "C", "C", "C", "C", "C", "C", "C", "C", "C", "C", "C", "C", "C", "C", "C", "C", "C", "C", "C", "C", "C", "C", "C", "C", "C", "C", "C", "C", "C", "C", "C", "C", "C", "C", "C", "C", "C", "C", "C", "C", "C", "C", "C", "C", "C", "H", "H", "H", "H", "H", "H", "H", "H", "H", "H", "H", "H", "H", "H", "H", "H", "H", "H", "H", "H", "H", "H", "H", "H", "H", "H", "H", "H", "H", "H", "H", "H", "H", "H", "H", "H", "H", "H", "H", "H", "H", "H", "H", "H", "H", "H", "H", "H", "H", "H", "H", "H", "H", "H", "H", "H", "H", "H", "H", "H", "H", "H", "H", "H", "H", "H", "H", "H", "H", "H", "H", "H", "H", "H", "H", "H", "H", "H", "H", "H", "H", "H", "H", "H", "H", "H", "H", "H", "H", "H", "H", "H", "H", "H", "H", "H", "H", "H", "H", "H", "H", "H", "H", "H", "H", "H", "H", "H", "H", "H", "H", "H", "H", "H", "H", "H", "H", "H", "H", "H", "H", "H", "H", "H", "H", "H", "H", "H", "H", "H", "H"],
  "positions_angstrom": [[1.690, -2.135, -4.132], [2.578, 6.337, -1.854], [-1.774, 2.096, -5.498], [-1.029, -0.771, 0.655], [0.505, -2.838, 6.779], [-3.092, 4.738, 5.521], [3.199, 3.992, -9.409], [2.332, -3.484, -4.335], [3.792, -9.186, -0.721], [3.269, -2.785, 2.365], [5.132, -2.572, 1.273], [-0.578, -0.659, 2.028], [-3.074, -3.838, -4.964], [-4.364, -5.218, -5.979], [-6.372, -2.073, -0.951], [1.299, 3.423, -8.578], [1.899, -2.351, 6.823], [1.341, 6.298, -2.684], [-4.768, -2.249, 5.282], [-4.021, 5.686, 4.811], [5.296, 1.745, -1.525], [3.459, 0.633, -1.452], [-6.772, -2.514, -3.016], [-5.521, -3.144, 7.101], [-1.165, 0.758, -5.804], [2.784, -9.481, -2.675], [3.514, -8.910, -1.867], [-1.792, 3.995, 4.731], [0.140, -3.605, 5.357], [-2.977, 2.003, -4.384], [2.927, 7.831, -1.320], [-0.514, -1.603, 6.901], [-3.703, -4.216, -5.877], [-2.244, 5.514, 6.729], [-0.387, 0.507, -0.192], [0.124, -3.982, 8.005], [-4.938, -3.145, 6.039], [-2.680, -0.709, 0.478], [-0.595, -2.114, -0.275], [-3.889, 3.446, 6.202], [-2.288, 2.712, -6.929], [3.763, 5.660, -2.780], [2.500, 3.585, -8.500], [-0.803, 3.230, -4.875], [2.653, 5.258, -0.562], [4.429, 1.095, -0.942], [4.474, -2.620, 2.327], [-6.281, -2.730, -1.956], [2.660, 3.815, -0.814], [-5.139, -4.392, -0.520], [3.765, -7.063, -3.558], [-1.769, 2.202, -8.161], [-3.351, -4.447, 4.472], [4.351, 2.232, -5.031], [-0.790, -5.137, 7.816], [4.167, -7.587, -2.284], [0.729, -2.709, -0.181], [-3.735, -1.503, -9.054], [4.859, 0.667, 3.209], [4.580, 0.948, 0.497], [1.661, 5.660, 0.497], [6.643, -2.298, 5.849], [-1.561, -3.181, -0.444], [0.173, 0.375, -1.575], [0.995, -4.708, 4.932], [6.619, -2.477, 3.394], [5.262, -2.386, 3.519], [-3.069, 2.485, 6.873], [3.665, 6.072, -4.105], [-3.014, 6.512, 7.499], [3.049, 3.240, -7.209], [5.847, 0.970, 1.044], [-3.731, -6.730, 6.074], [-0.106, -2.374, -3.968], [4.570, -2.160, 4.702], [-0.623, 4.683, 4.214], [-2.260, 2.972, 3.732], [-3.805, -3.224, -6.998], [0.723, -3.845, 9.284], [-3.671, -1.090, 1.492], [2.291, 2.426, -6.362], [-4.705, -3.461, -7.967], [1.536, -1.319, -5.768], [-0.942, 5.276, 7.206], [5.090, 5.279, -2.387], [-4.354, -5.554, -0.510], [-2.789, -1.330, -8.050], [-3.293, -0.565, -0.817], [-4.595, -5.870, -2.900], [-4.313, -5.500, 6.456], [-4.730, -2.482, -9.003], [-4.156, -4.414, 5.674], [-0.457, 3.288, -3.450], [4.277, 8.117, -0.831], [-5.185, 3.019, 5.781], [-3.826, 0.801, -4.257], [5.251, -2.007, 5.873], [-0.211, 4.308, -5.720], [-4.105, -6.308, -1.688], [-5.333, -4.695, -2.963], [6.020, 0.759, 2.382], [4.509, -6.012, -4.004], [4.396, 3.520, -7.006], [5.660, -5.865, -1.917], [2.985, 1.952, -5.232], [-0.168, -0.313, 6.377], [-2.966, -6.818, 4.893], [-1.898, -1.800, 7.185], [5.059, -7.031, -1.436], [-2.857, -2.188, -6.984], [5.111, 3.070, -5.939], [-2.838, -5.633, 4.078], [-3.695, 3.290, -3.903], [-0.273, -2.851, 4.231], [5.429, -5.341, -3.226], [-3.166, 3.854, -6.997], [2.022, 8.942, -1.605], [-5.581, -4.003, -1.763], [3.592, 0.561, 2.657], [-0.675, 1.882, 0.173], [3.444, 0.704, 1.250], [7.329, -2.424, 4.595], [-2.272, -1.159, 7.990], [-4.945, -5.361, 7.348], [0.759, -0.359, 5.895], [0.895, -0.398, -5.620], [-3.981, -7.616, 6.614], [8.436, -2.474, 4.635], [-0.318, -3.455, 3.365], [-0.382, 2.582, -0.670], [-3.951, 3.055, -2.889], [1.249, 2.224, -6.515], [-1.684, 2.177, 0.539], [-3.313, -0.108, -4.573], [-2.609, -7.781, 4.690], [-0.328, 6.152, 6.960], [-0.805, 5.218, -5.550], [-4.025, 6.560, 7.159], [-3.536, -1.473, -1.410], [4.288, 6.937, -4.308], [-2.053, -2.072, -6.246], [1.060, -2.039, -6.397], [2.127, 9.739, -0.884], [-3.250, 4.171, -8.036], [-1.683, 2.077, 3.785], [-0.567, 4.285, -3.023], [4.561, 7.390, -0.060], [3.544, 3.478, -1.389], [0.624, 3.063, -3.233], [-5.119, 2.395, 4.852], [-4.197, 0.009, -0.695], [1.672, 6.745, 0.673], [0.688, 5.297, 0.113], [-0.018, 1.991, 1.032], [2.795, 0.393, 3.324], [-4.211, -1.977, 1.084], [0.229, 4.007, 4.111], [4.433, 9.057, -0.304], [-2.852, 4.683, -6.373], [1.936, 5.114, 1.392], [1.518, -2.075, 0.210], [-3.675, -7.271, -1.618], [-0.333, 5.572, 4.849], [-0.319, -2.534, -2.893], [-2.489, -1.754, 6.268], [-3.052, 4.150, -4.001], [-0.812, 5.108, 3.205], [1.118, -3.156, -1.136], [1.458, -3.017, 9.252], [6.116, 3.290, -5.671], [-3.821, -0.761, -9.849], [0.450, -5.405, 4.285], [2.723, 3.314, 0.150], [-3.868, -5.843, 0.380], [-3.316, 2.699, 3.938], [-0.514, 4.374, 6.803], [1.229, 0.137, -1.553], [7.235, -2.158, 6.733], [-2.554, -2.888, -0.860], [6.052, -4.536, -3.669], [-0.266, 3.967, -6.764], [-2.927, 6.274, 8.569], [5.164, 4.970, -1.359], [-2.550, 1.977, -8.927], [-4.371, -0.208, 1.706], [4.804, 0.499, 4.234], [-1.231, -2.343, 4.501], [4.725, -1.768, 6.776], [-1.140, 2.684, -2.900], [-0.548, -1.451, -4.310], [1.001, 8.637, -1.574], [5.432, 4.392, -2.919], [-2.145, 3.485, 2.743], [-4.214, 3.569, -6.631], [-2.301, -5.636, 3.148], [-2.234, 3.005, 7.423], [-5.834, 3.864, 5.530], [4.962, 1.943, -4.156], [-2.485, 1.729, 6.190], [2.674, 6.223, -4.506], [-3.646, 1.902, 7.602], [-1.809, -3.712, 0.434], [-1.142, -3.986, -1.074], [-3.170, -1.297, 2.441], [6.732, 1.110, 0.346], [-2.043, -2.794, 7.630], [6.992, 0.730, 2.888], [7.019, -2.562, 2.395], [3.047, -7.651, -4.185], [-5.363, -2.517, -9.878], [1.800, 3.449, -1.308], [5.386, -7.475, -0.481], [-2.045, -0.538, -8.180], [4.146, 5.364, -4.736], [4.760, 4.107, -7.805], [-4.429, -6.447, -3.768], [-0.766, 0.049, 5.571], [-1.752, -5.073, 8.428], [-1.192, -5.116, 6.811], [5.021, 8.077, -1.650], [2.599, -1.075, -6.104], [-5.296, -3.770, 0.334], [0.133, 1.346, -2.048], [-0.406, -3.180, -4.646], [6.327, -5.343, -1.242], [-4.785, 0.842, -4.733], [0.846, 4.494, -5.423], [5.719, 6.133, -2.639], [-0.178, 0.489, 7.111], [-0.308, -6.098, 8.063], [-2.637, 0.038, -1.480], [2.493, 0.575, 0.828], [0.405, -2.024, 4.036], [-2.599, 7.540, 7.446], [-0.959, 5.210, 8.271], [2.364, 1.375, -4.521], [-5.281, -4.343, -7.925], [4.212, -5.650, -4.976], [0.036, -3.628, 10.160], [-0.363, -0.337, -2.209], [-4.015, 0.612, -3.180], [1.329, -4.734, 9.509], [-3.535, -3.610, 3.780], [1.917, -4.493, 4.440], [-5.613, 2.467, 6.599], [3.485, -1.984, 4.637], [2.194, 9.239, -2.647], [-5.618, -4.223, -3.919], [-1.280, 1.250, -7.914], [-4.637, 3.420, -4.504], [0.652, -3.508, 0.567], [1.262, -5.366, 5.835], [-0.932, 2.730, -8.659]],
  "atomic_forces_ev_per_a": [[-0.01, -0.25, -0.46], [-0.73, -2.73, -0.68], [0.39, -1.91, -0.60], [-0.20, 0.29, -2.20], [1.08, -1.92, 0.68], [0.49, 1.52, -0.34], [0.03, -0.10, 0.40], [-0.43, 0.73, 0.01], [-0.86, -1.54, -0.14], [0.47, -0.05, 0.36], [-1.16, -0.27, 0.72], [0.12, -0.42, 2.10], [1.89, -0.09, 3.09], [-0.07, -1.15, 0.35], [-0.31, 1.57, 0.57], [-0.53, 0.10, -0.63], [0.42, 0.01, 0.32], [-0.11, 0.61, 0.89], [-0.59, 1.98, -0.99], [0.93, -1.55, 0.71], [-0.28, -0.41, 0.01], [-1.19, -0.58, -0.95], [-0.70, 1.11, -1.55], [-0.41, 0.36, -0.26], [-0.22, 0.34, 0.74], [0.84, 0.08, 1.49], [0.42, 2.17, -0.80], [-0.85, -0.90, -0.68], [0.66, -2.06, 0.32], [-1.63, 1.02, 0.38], [0.27, 0.91, 1.20], [-0.91, 1.14, 0.27], [-1.85, 1.55, -3.08], [-2.29, 0.67, -0.41], [-0.47, -0.64, -2.71], [-1.13, -0.05, -2.02], [2.05, -2.75, 0.75], [-0.46, -0.30, 0.26], [-0.09, 0.37, -0.08], [0.60, 0.75, -0.13], [-0.23, 0.53, -0.39], [-0.65, -0.46, 1.46], [-0.58, 0.42, -0.26], [1.28, 1.65, 0.69], [-0.36, 1.45, 0.67], [1.54, 1.17, 0.42], [0.60, 0.71, -2.26], [0.28, -1.83, 1.82], [1.45, 0.34, 0.48], [1.12, -0.99, -0.80], [0.65, -2.32, 1.75], [0.79, -1.50, -1.21], [-3.21, 1.37, 1.14], [1.08, 1.10, -0.30], [-0.79, 0.87, 0.74], [-2.54, -1.57, -2.25], [0.79, -0.72, 0.25], [-1.31, 0.48, -0.14], [-0.09, -0.48, -2.32], [-0.76, -0.45, 0.60], [0.37, -1.06, -1.21], [-0.33, 1.39, -1.89], [-1.00, -0.28, -1.50], [-0.28, -0.05, 0.54], [-0.43, -2.29, 2.34], [0.57, 0.07, 0.94], [-1.16, -0.66, 0.72], [2.23, -1.19, 0.10], [0.89, 0.56, -2.40], [1.50, 0.19, 0.41], [0.52, -1.49, 0.70], [2.01, 0.17, -1.46], [0.31, 1.00, -1.31], [0.55, -0.13, 0.37], [-1.18, 0.49, -0.98], [-0.03, 1.80, 0.04], [-0.54, 1.81, 0.15], [1.88, -0.06, 1.34], [1.01, 0.67, 1.42], [-0.04, 0.67, 0.05], [1.74, 0.69, 0.56], [-0.15, 1.95, -2.01], [1.27, 1.19, 0.99], [0.76, 0.68, -0.13], [0.17, 0.15, -0.24], [-0.27, 0.18, -1.30], [-0.36, 0.14, -0.75], [0.76, 0.94, -1.24], [-0.57, 0.50, 0.54], [-0.42, -0.79, 0.97], [1.03, -0.57, 0.16], [0.64, 0.70, -1.54], [1.01, 0.75, -0.38], [0.65, -0.61, -0.03], [-0.36, -0.07, -1.34], [0.98, -0.20, 1.38], [1.84, -1.07, 0.19], [-0.20, -0.58, 0.61], [-1.31, 1.36, 1.25], [0.43, 0.50, 0.47], [-0.88, 0.45, 2.16], [-1.11, 0.97, -1.29], [-0.48, 0.47, -0.87], [0.35, 1.11, -0.83], [-0.15, -0.06, 0.22], [-0.23, 0.61, 0.24], [-1.60, 2.61, 1.26], [-0.76, -1.00, 0.70], [1.15, 0.95, 0.19], [1.01, -0.02, 0.23], [-2.77, -1.86, 1.69], [0.91, -1.98, 0.77], [-0.17, -2.44, -1.50], [-1.06, 2.80, 1.03], [1.00, -0.84, 1.54], [-1.80, -0.52, 0.38], [0.49, -0.29, -0.98], [0.24, -0.41, -2.24], [1.47, 0.86, -2.18], [0.75, 0.81, 0.62], [1.06, -0.24, 1.82], [0.10, -0.12, 1.39], [0.03, 0.49, -0.46], [0.37, -0.46, -0.47], [1.81, -0.05, -0.15], [0.75, -0.94, -0.36], [0.17, -0.38, 0.43], [-0.89, -0.07, -0.24], [-0.42, -0.59, -0.89], [-0.33, -0.83, 1.22], [-0.20, 0.37, 0.67], [-0.14, -0.22, -0.11], [0.20, -0.75, -0.53], [0.22, 0.30, -0.38], [0.76, -0.98, -0.90], [0.44, -0.23, 0.06], [0.40, -0.02, -0.25], [-0.64, -0.11, -0.08], [0.05, 0.18, 0.66], [0.02, 0.95, 0.01], [-0.81, -0.37, 0.05], [-0.27, -0.37, -0.70], [0.39, 0.29, 0.04], [0.01, 0.15, 0.13], [0.69, -0.63, -0.08], [-0.14, 0.44, -0.38], [-0.01, -0.23, -0.36], [-0.50, 0.51, 0.19], [-0.92, -0.24, -0.42], [-0.31, 0.05, 0.72], [-0.53, 0.14, -0.04], [-0.03, -0.46, -0.14], [0.00, 0.48, 0.65], [0.07, 1.18, 0.23], [-1.16, -0.18, 0.31], [0.00, 0.64, 0.71], [-0.04, -0.09, 0.23], [-0.73, 0.35, -0.33], [0.22, 0.27, -0.01], [-0.15, 0.06, 0.35], [-0.17, 0.57, -0.08], [0.85, -0.65, 0.11], [-0.29, -1.17, -0.62], [-0.11, -0.21, -0.73], [-0.30, 0.32, 0.17], [0.19, 0.15, 0.08], [-0.01, -0.22, 0.34], [-0.65, 0.46, 0.64], [-0.41, -0.30, 0.01], [0.63, 0.26, -0.31], [0.30, -0.32, 0.00], [-0.22, 0.29, -0.08], [-0.05, -0.04, 0.19], [0.20, -0.45, 1.03], [0.65, 0.26, -0.38], [0.22, -0.23, -0.19], [0.15, -0.46, 0.07], [0.15, -0.27, 0.37], [1.11, -0.07, 0.09], [-0.73, -0.46, 0.69], [0.19, 0.55, 0.38], [-0.42, -0.22, -0.14], [-0.10, 0.47, 0.56], [0.30, 0.33, 0.61], [0.65, -1.30, -0.52], [1.05, 0.00, 1.77], [0.37, -0.50, -0.81], [-0.13, 0.00, 0.32], [-0.22, -0.81, 0.36], [-0.35, 0.40, 0.05], [-0.68, -0.53, 0.13], [-0.07, 0.00, -0.52], [-0.42, -0.89, 0.45], [1.20, 0.41, -0.64], [0.18, -0.35, -0.33], [-0.97, -0.45, -0.37], [0.29, -0.06, 0.17], [-1.07, -0.34, -0.28], [-1.30, 1.16, 0.86], [-0.26, 0.08, 0.38], [0.03, 0.16, -0.19], [-0.12, -0.50, 1.73], [-0.08, 0.61, -0.18], [-0.04, -0.23, -0.17], [-1.29, -0.20, 1.04], [0.08, 0.01, -0.33], [-0.30, 0.05, -0.57], [0.36, -0.11, 0.23], [0.72, 0.89, 0.78], [-0.43, -0.34, 0.27], [-1.21, -0.26, -0.66], [-0.56, 0.32, -0.72], [-0.28, -0.52, 0.53], [0.27, -1.14, -0.68], [1.01, 0.61, -0.51], [0.21, -0.37, -0.89], [-1.31, -0.18, -0.63], [1.27, 0.14, -0.15], [0.39, -0.24, -0.39], [-0.26, 0.05, 0.37], [-1.56, -0.28, 0.32], [-0.14, 0.06, 0.39], [-0.18, -0.01, -0.08], [0.03, -0.08, 0.41], [0.20, 0.01, -0.17], [-0.53, 0.36, -0.58], [-0.76, -0.15, -0.19], [0.75, -0.20, 0.31], [0.15, -0.06, 0.45], [-0.04, 0.38, -0.22], [-0.21, -0.29, 0.36], [-1.17, 0.00, -0.78], [0.28, 0.11, -0.46], [0.04, -0.45, -0.44], [0.08, -0.23, 1.04], [0.85, 0.22, -0.22], [-0.83, -0.63, -0.11], [0.40, 0.30, -0.21], [0.36, -0.36, -1.08], [0.06, 0.07, 0.26], [-0.06, 0.33, -0.40], [-0.25, -0.01, 0.22], [0.89, -0.30, 0.43], [0.71, 0.85, -0.36], [-0.44, -0.43, 0.15], [0.55, -0.35, 0.23], [-0.04, 0.67, 0.30], [-0.04, -0.61, 0.77], [-0.33, 0.16, -0.15], [0.87, 0.02, 0.64], [0.30, -0.22, -0.16], [-0.26, 1.04, -1.08], [-0.66, 0.59, 0.36]],
  "mulliken_charge": [0.8024, 0.1951, 0.2215, -0.2277, -0.0419, 0.3792, -0.6672, -0.6803, -0.5957, -0.5515, -0.7102, -0.8779, -0.4512, -0.6348, -0.6401, -0.5973, -0.7440, -0.9427, -0.5994, -0.8944, -0.6346, -0.5166, -0.6836, -0.6442, -0.8765, -0.5989, 0.9823, 0.6181, 1.4599, 0.9706, 0.3640, 0.4015, 1.1034, 0.3727, 0.7968, 0.5967, 1.1857, 0.9678, 1.3565, 0.2883, 0.0686, 1.0735, 0.9727, 1.3212, 0.5246, 1.0949, 1.4140, 1.1805, -0.4356, -0.4388, -0.4443, -0.6016, 0.2544, -0.6392, -0.8898, 0.3394, -0.9069, -0.5825, -0.7736, 0.0869, -1.0869, -0.5221, -1.0332, 0.0759, -1.1522, -0.5336, -0.1399, -0.8074, -1.2464, -1.0490, -0.0947, -0.3364, -0.6098, 1.4418, -0.3269, -1.1563, -0.9031, 0.1937, -1.1561, -0.3222, 0.2615, -0.5561, -0.6362, -1.3749, -1.1533, -0.3762, -0.3139, -0.1062, -0.3717, -0.4435, -0.6313, -0.2244, -0.8139, -0.9322, -0.8808, -0.6280, -0.7427, -0.7169, -0.9217, -0.6611, -0.9155, -0.1712, -0.3769, -0.2671, -0.4413, -0.9706, -0.9135, -0.7021, -0.4080, 0.1545, -1.0552, -0.3118, -1.1606, -1.4166, -0.6261, -1.0318, -1.0413, 0.3412, -2.0310, -0.4692, 0.0999, -0.4873, 0.3832, 0.4841, 0.2463, -0.3492, 0.4378, 0.3578, 1.0300, -0.2815, 0.3793, 0.4168, 0.1673, -0.0145, 0.5345, 0.3411, 0.3632, 0.2969, -0.0963, 0.2511, 0.2235, 0.5610, 0.3636, 0.4228, 0.3138, 0.3416, 0.3018, -0.3969, -0.4995, 0.2044, 0.6679, 0.3644, 0.2685, 0.3752, 0.9892, -0.3857, 0.2803, 0.3762, 0.2962, 0.4088, 0.0419, 0.5032, 0.3540, -1.2560, 0.1108, 0.3004, 0.4089, 0.1471, 0.2995, 0.4684, 0.3538, 0.3841, 0.4317, 0.5766, 0.0150, 0.4927, -0.1574, 0.3860, -0.2725, 0.3471, 0.2437, 0.3267, 0.3242, 0.5221, 0.3202, 0.7849, -0.6605, 0.5001, 0.5108, -1.1304, 0.2966, 0.0798, 0.2680, 0.1505, 0.6453, 0.1111, 0.2491, 0.3367, 0.2332, 0.2963, 0.4391, 0.2345, 0.5726, 0.0359, 0.4024, 0.0421, 0.4337, 0.5672, 0.3852, 0.3596, 0.3103, 0.4188, 0.2485, 0.2190, 0.5850, 0.4732, 0.3579, 0.2985, 0.1305, 0.2073, 0.3861, 0.4251, -0.4413, 0.8179, 0.3753, 0.2918, -0.2174, 0.4166, 0.3833, 0.2925, -0.8566, 1.1367, 0.2611, 0.3320, 0.3526, 0.7867, 0.5740, 0.2395, 0.2554, 0.2071, -0.0099, 0.3487, 0.2159, 0.1604, 0.3972, 0.8160, 0.3232, 0.5768, -0.1775, 0.2854, 0.2777, 0.3095, 0.2876],
  "orbital_gap_ev": 7.847,
  "fmax_ev_per_a": 3.92,
  "e_homo_ev": -8.55,
  "lumo_ev": -0.70
}